Record 1
A cluster of 2 separate species, C9H14O in total in a non-equilibrium geometry, computed with ωB97M-V with the def2-TZVPD basis set.

Properties
Gap between HOMO and LUMO: 9.01 eV
Strongest force on any atom: 3.3 eV/Å
Multiplicity: 1
LUMO energy: 0.80 eV
HOMO: -8.212 eV
Net charge: 0
Structure (SMILES): Cc1ccc(O)cc1.CC

Atoms and positions in Å:
C (-1.7520, -0.3771, -2.3556)
C (-0.8491, 0.5689, -1.4976)
C (-1.2561, 0.7380, -0.1669)
C (-0.4145, 1.4187, 0.6959)
C (0.8787, 1.7437, 0.2903)
O (1.8867, 2.1878, 1.0563)
C (1.4091, 1.3174, -0.9752)
C (0.5036, 0.6678, -1.8523)
H (-1.8334, -0.0021, -3.3719)
H (-2.7496, -0.4624, -1.8851)
H (-1.1744, -1.3022, -2.2946)
H (-2.2833, 0.4777, 0.0796)
H (-0.5948, 1.5362, 1.7558)
H (1.6327, 2.6173, 1.8830)
H (2.4416, 1.2256, -1.2576)
H (0.9723, 0.4147, -2.8232)
C (1.0715, -1.4254, 1.3333)
C (-0.3510, -1.7255, 1.8991)
H (1.6163, -0.7133, 1.9598)
H (1.5912, -2.3875, 1.2779)
H (1.1703, -1.1873, 0.2623)
H (-1.1571, -1.0699, 1.5871)
H (-0.3722, -1.5614, 2.9845)
H (-0.3865, -2.6994, 1.4149)

---

Record 2
A cluster of 21 separate species, C24H45BrCl40O2 in total, computed with ωB97M-V with the def2-TZVPD basis set.

Properties
Gap between HOMO and LUMO: 10.24 eV
Strongest force on any atom: 0.9 eV/Å
Multiplicity: 1
LUMO energy: 0.14 eV
HOMO: -10.098 eV
Net charge: 0

Atoms and positions in Å:
O (-0.7070, -5.6697, -1.6844)
C (-0.1026, -4.6543, -1.8879)
C (-0.3091, -3.2627, -1.3250)
C (1.1351, -2.7393, -1.2071)
Br (1.3882, -0.9959, -2.0258)
C (1.9602, -3.8739, -1.8234)
O (1.0051, -4.5777, -2.6853)
H (-0.8128, -3.2363, -0.3584)
H (-0.8521, -2.6478, -2.0436)
H (1.4107, -2.5753, -0.1674)
H (2.8046, -3.6114, -2.4523)
H (2.1996, -4.5461, -0.9945)
C (5.2677, -5.0755, 0.3806)
Cl (4.0577, -6.2199, -0.2087)
Cl (4.6786, -3.4047, 0.3513)
H (5.5076, -5.3245, 1.4058)
H (6.1396, -5.1507, -0.2510)
C (3.7604, 1.9388, -3.9137)
Cl (3.9902, 1.2768, -2.2893)
Cl (2.1207, 1.6957, -4.5234)
H (3.9520, 3.0048, -3.8715)
H (4.4563, 1.4461, -4.5818)
C (3.3403, -8.4597, 3.3350)
Cl (4.5819, -7.2239, 3.1080)
Cl (2.6990, -8.4725, 4.9797)
H (2.5278, -8.2471, 2.6492)
H (3.7795, -9.4278, 3.1262)
C (2.4897, 3.6618, -0.3917)
Cl (3.0614, 4.6189, -1.7662)
Cl (3.3837, 4.0279, 1.0892)
H (1.4439, 3.8942, -0.2316)
H (2.6208, 2.6128, -0.6286)
C (-3.7168, -7.1417, -2.1469)
Cl (-4.1566, -6.7999, -0.4704)
Cl (-4.0645, -8.8210, -2.5893)
H (-4.2961, -6.4933, -2.7956)
H (-2.6549, -6.9666, -2.2671)
C (-0.4797, -6.8867, 1.6529)
Cl (0.6750, -5.5772, 1.3707)
Cl (-0.9119, -7.0013, 3.3663)
H (-1.3752, -6.6978, 1.0702)
H (-0.0192, -7.8209, 1.3534)
C (2.4622, -1.0949, 2.8506)
Cl (2.2752, -0.2024, 1.3369)
Cl (2.0596, -2.8011, 2.6239)
H (3.4914, -1.0201, 3.1822)
H (1.7866, -0.6679, 3.5845)
C (9.1181, -6.8733, 0.9926)
Cl (7.8842, -7.9789, 0.3772)
Cl (8.5718, -5.1919, 0.9338)
H (9.3292, -7.1284, 2.0242)
H (10.0064, -6.9668, 0.3798)
C (-3.3478, -3.9371, -4.7704)
Cl (-4.5522, -5.1057, -5.3238)
Cl (-4.0064, -2.2994, -4.6396)
H (-2.9991, -4.2403, -3.7889)
H (-2.5292, -3.9195, -5.4798)
C (7.0969, 4.4231, -1.8180)
Cl (7.9872, 5.6166, -2.7720)
Cl (7.3723, 2.7758, -2.4007)
H (7.4295, 4.4858, -0.7888)
H (6.0389, 4.6433, -1.8885)
C (-5.7920, -9.3781, -5.8184)
Cl (-6.9942, -10.5255, -6.4210)
Cl (-6.4457, -7.7426, -5.6690)
H (-5.4641, -9.7016, -4.8392)
H (-4.9619, -9.3516, -6.5143)
C (-6.3500, 0.1959, -6.1003)
Cl (-5.4142, 0.6473, -7.5299)
Cl (-6.8002, 1.6010, -5.1256)
H (-7.2557, -0.3020, -6.4250)
H (-5.7440, -0.4642, -5.4923)
C (-1.1738, 3.2436, 1.9772)
Cl (0.1520, 2.1222, 1.6453)
Cl (-1.2097, 4.5976, 0.8372)
H (-2.1135, 2.7083, 1.9063)
H (-1.0346, 3.6429, 2.9738)
C (-4.3215, -7.9490, 4.3332)
Cl (-4.9400, -9.4321, 5.0742)
Cl (-5.3706, -7.3783, 3.0320)
H (-4.2644, -7.1805, 5.0952)
H (-3.3400, -8.1517, 3.9249)
C (1.8680, 2.2334, 6.2473)
Cl (1.6413, 2.9480, 4.6490)
Cl (1.3703, 0.5370, 6.3000)
H (2.9184, 2.2926, 6.5059)
H (1.2632, 2.7837, 6.9594)
C (-0.7742, 7.8011, -0.7983)
Cl (0.5315, 6.7103, -1.2624)
Cl (-0.8820, 9.2037, -1.8741)
H (-1.7142, 7.2628, -0.8434)
H (-0.5844, 8.1592, 0.2075)
C (-0.9955, 5.5203, 5.6528)
Cl (-1.2033, 6.2505, 4.0547)
Cl (-1.5582, 3.8436, 5.7051)
H (0.0610, 5.5355, 5.8955)
H (-1.5675, 6.0920, 6.3737)
C (-3.4734, 11.4877, -0.6131)
Cl (-2.9569, 10.9819, 1.0047)
Cl (-5.1876, 11.1533, -0.8793)
H (-3.3069, 12.5547, -0.7041)
H (-2.8937, 10.9410, -1.3458)
C (0.5015, 11.9613, 0.8633)
Cl (1.8058, 10.8898, 0.3419)
Cl (0.3413, 13.3829, -0.1780)
H (-0.4323, 11.4151, 0.8240)
H (0.7127, 12.2945, 1.8726)
C (-6.7333, 12.7604, 2.2792)
Cl (-6.1617, 12.2212, 3.8638)
Cl (-8.4531, 12.4300, 2.0415)
H (-6.5756, 13.8297, 2.2041)
H (-6.1765, 12.2300, 1.5167)

---

Record 3
A cluster of 8 separate species, C21H38IO29PS7 in total in a non-equilibrium geometry, computed with ωB97M-V with the def2-TZVPD basis set.

Properties
Gap between HOMO and LUMO: 8.26 eV
Strongest force on any atom: 4.9 eV/Å
Multiplicity: 1
LUMO energy: 0.31 eV
HOMO: -7.949 eV
Net charge: 0
Structure (SMILES): I[PH3]COc1ccccc1.O=S1(=O)OCCO1.O=S1(=O)OCCO1.O=S1(=O)OCCO1.O=S1(=O)OCCO1.O=S1(=O)OCCO1.O=S1(=O)OCCO1.O=S1(=O)OCCO1

Atoms and positions in Å:
I (-0.1250, -2.0110, 1.4914)
P (-0.5451, 0.4698, 1.0484)
C (-0.9906, 2.2849, 0.6893)
O (-2.2013, 2.4894, -0.0836)
C (-3.1761, 1.5171, 0.1563)
C (-3.8725, 1.4864, 1.4190)
C (-4.8481, 0.4429, 1.6352)
C (-5.0689, -0.4960, 0.5732)
C (-4.4135, -0.4564, -0.7067)
C (-3.4354, 0.5807, -0.9218)
H (-1.4319, 0.4263, 2.1528)
H (0.8095, 0.7888, 1.3616)
H (-0.8439, 0.0861, -0.2803)
H (-1.0983, 2.8977, 1.6317)
H (-0.1589, 2.7476, 0.0869)
H (-3.6018, 2.2633, 2.1685)
H (-5.3740, 0.3992, 2.6434)
H (-5.8095, -1.3070, 0.7448)
H (-4.6082, -1.1703, -1.5475)
H (-2.8648, 0.6974, -1.8685)
O (3.7899, -1.3774, 0.1576)
S (3.2474, -0.1611, -0.3349)
O (1.9474, -0.0691, -0.8867)
O (4.3220, 0.4831, -1.3749)
C (4.6828, 1.7908, -0.9019)
C (4.5204, 1.7467, 0.6037)
O (3.3617, 0.9552, 0.8284)
H (3.9991, 2.5140, -1.3559)
H (5.7058, 2.0268, -1.1913)
H (4.3993, 2.7367, 1.0399)
H (5.3678, 1.2433, 1.0737)
O (3.6668, -0.3016, -3.0485)
S (2.4310, -0.2984, -3.7822)
O (1.1844, -0.6599, -3.2218)
O (2.6504, -1.1620, -5.1359)
C (2.3896, -0.3445, -6.2773)
C (2.7236, 1.0688, -5.8371)
O (2.2710, 1.1486, -4.4832)
H (1.3310, -0.4403, -6.5316)
H (2.9951, -0.6671, -7.1226)
H (2.2334, 1.8225, -6.4501)
H (3.8032, 1.2410, -5.8441)
O (-5.0163, -1.6857, -3.8252)
S (-5.7044, -2.7909, -4.3966)
O (-5.9982, -2.8742, -5.7827)
O (-7.0628, -3.0156, -3.5593)
C (-7.0835, -4.3420, -3.0173)
C (-5.6288, -4.7107, -2.8228)
O (-4.9534, -4.1465, -3.9531)
H (-7.5653, -4.9996, -3.7462)
H (-7.6436, -4.3635, -2.0806)
H (-5.4736, -5.7865, -2.7795)
H (-5.2206, -4.2484, -1.9200)
O (9.5995, 1.2446, -0.6877)
S (9.3039, 1.2356, 0.7019)
O (9.5197, 2.3620, 1.5397)
O (10.0289, -0.0429, 1.3596)
C (9.0546, -0.8828, 1.9890)
C (7.7758, -0.6571, 1.2077)
O (7.7815, 0.7428, 0.8969)
H (8.9475, -0.5605, 3.0274)
H (9.3750, -1.9224, 1.9647)
H (6.8870, -0.9221, 1.7770)
H (7.7815, -1.2121, 0.2666)
O (-8.4348, -3.7197, -0.5256)
S (-9.8140, -3.5095, -0.2365)
O (-10.5381, -4.3287, 0.6641)
O (-10.6104, -3.4428, -1.6368)
C (-11.2896, -2.1880, -1.7458)
C (-10.4541, -1.2172, -0.9353)
O (-10.0122, -1.9727, 0.1965)
H (-12.2892, -2.3033, -1.3200)
H (-11.3735, -1.8893, -2.7890)
H (-11.0202, -0.3444, -0.6175)
H (-9.5708, -0.8939, -1.4922)
O (-9.0458, 1.1517, 3.9820)
S (-8.1969, 0.2447, 4.6688)
O (-8.0723, -1.1196, 4.3038)
O (-8.5401, 0.3296, 6.2427)
C (-7.3705, 0.6996, 6.9756)
C (-6.5442, 1.5284, 6.0117)
O (-6.7129, 0.8929, 4.7420)
H (-6.8451, -0.2143, 7.2635)
H (-7.6431, 1.2569, 7.8700)
H (-5.4920, 1.5612, 6.2873)
H (-6.9310, 2.5478, 5.9338)
O (13.4658, 3.1194, 4.1145)
S (14.2527, 2.9538, 2.9443)
O (15.6557, 2.7457, 2.9899)
O (13.9424, 4.1875, 1.9507)
C (13.4610, 3.6908, 0.6993)
C (12.7768, 2.3804, 1.0316)
O (13.5940, 1.7870, 2.0463)
H (14.3198, 3.5343, 0.0416)
H (12.7809, 4.4065, 0.2410)
H (12.6969, 1.7218, 0.1684)
H (11.7852, 2.5488, 1.4523)